13
Properties=species:S:1:pos:R:3 method="wB97M-V/def2-TZVPD" lumo_energy_ev=0.99 de_lowest_ev=3.790 multiplicity=1 energy_ev=-7795.855 max_force_ha_per_bohr=0.070 charge=0
C 0.07048 1.15322 0.13102
C -0.29245 0.44195 -1.18647
O 0.44147 -0.78123 -1.33096
C 0.39370 -1.59060 -0.24405
N -0.02742 -1.25083 0.89874
C -0.12087 0.15935 1.28641
H 1.10910 1.48995 0.05737
H -0.55304 2.05416 0.24581
H -1.36966 0.22419 -1.21977
H -0.02858 1.03852 -2.06709
H 0.74165 -2.60386 -0.43838
H 0.62124 -0.67139 1.93193
H -0.98561 0.33657 1.93545

---

20
Properties=species:S:1:pos:R:3 method="wB97M-V/def2-TZVPD" lumo_energy_ev=0.77 de_lowest_ev=2.263 multiplicity=1 energy_ev=-21233.650 max_force_ha_per_bohr=0.142 charge=0
C 2.24234 -0.59579 1.54585
C 2.12612 -0.55889 0.17645
C 0.26862 0.06764 1.10225
C -1.43179 1.04103 -0.41178
C -1.20133 0.50391 0.97538
C 0.29306 0.12806 -1.29525
C -0.25140 -1.10352 -2.06551
N 1.07662 -0.08564 2.08979
N 0.86890 -0.18696 -0.07243
S -1.61192 1.77790 2.25044
H 3.19322 -0.55584 2.02767
H 2.60994 -0.83238 -0.71129
H -2.32587 0.86706 -0.98744
H -1.09261 2.09631 -0.24910
H -1.80673 -0.30276 1.26139
H 0.59875 0.86364 -1.91551
H -0.85866 -0.90817 -2.92767
H -0.86013 -1.69797 -1.32539
H 0.58740 -1.57816 -2.41292
H -2.42454 1.06054 2.94509

---

110
Properties=species:S:1:pos:R:3 method="wB97M-V/def2-TZVPD" lumo_energy_ev=3.56 de_lowest_ev=0.973 multiplicity=1 energy_ev=-153824.714 max_force_ha_per_bohr=0.012 charge=-2
Ag 0.04696 0.55484 -0.06978
I 2.18624 -0.50780 7.57185
C 1.17765 -0.11316 5.78137
C 1.24924 1.15076 5.21669
C 0.56989 1.39673 4.03814
I 0.69087 3.28145 3.15326
C -0.20014 0.41197 3.36094
O -0.83590 0.63999 2.27304
C -0.23531 -0.87356 3.98314
C -1.02038 -1.96313 3.30406
N -0.37660 -2.41091 2.07424
C -1.12856 -3.45095 1.38904
C -0.49010 -3.71575 0.04985
C 0.39617 -4.76811 -0.14500
C 1.04766 -4.87910 -1.36094
C 0.80004 -3.93283 -2.33932
C -0.11130 -2.92534 -2.06065
N -0.75964 -2.82584 -0.90571
C 0.44274 -1.11679 5.16208
H 1.83057 1.93525 5.68162
H -2.05017 -1.61468 3.10768
H -1.09902 -2.82274 3.97917
H -0.26530 -1.61491 1.44635
H -2.18535 -3.17836 1.23108
H -1.10084 -4.35764 2.00429
H 0.60958 -5.44978 0.66849
H 1.77204 -5.66663 -1.52561
H 1.32160 -3.94925 -3.28732
H -0.31273 -2.14879 -2.79036
H 0.40346 -2.10916 5.59699
C -1.87175 4.83247 -2.38195
C -2.26276 4.69197 -1.05817
C -1.47378 3.91080 -0.22260
N -0.37069 3.29650 -0.63430
C -0.00475 3.41688 -1.90758
C -0.72456 4.18740 -2.81555
H -2.46620 5.42363 -3.06996
H -3.16517 5.15847 -0.68237
H -1.73698 3.75829 0.82076
H 0.85510 2.80447 -2.18685
H -0.39617 4.25529 -3.84527
C -3.40738 2.94427 3.48674
Si -4.74780 2.05738 2.54435
C -5.17291 2.99591 0.97779
C -6.31361 1.99090 3.60049
C -4.19596 0.31093 2.19222
Te -2.85253 0.02505 0.53267
C -4.44155 -0.41064 -0.88021
Si -4.00865 0.17589 -2.60458
C -4.50774 1.97459 -2.80095
C -4.99807 -0.83706 -3.85347
C -2.19194 -0.01799 -2.97989
H -3.71666 3.95336 3.77427
H -2.49643 3.01762 2.88815
H -3.14202 2.39474 4.39387
H -5.36020 4.05102 1.19836
H -6.06509 2.58615 0.49519
H -4.34984 2.93012 0.26398
H -6.62800 2.99719 3.89352
H -6.14905 1.41312 4.51381
H -7.13837 1.52625 3.05325
H -5.03549 -0.36665 2.01704
H -3.64724 -0.06633 3.05939
H -5.34666 0.09140 -0.52668
H -4.61810 -1.48816 -0.86072
H -5.58405 2.10976 -2.65984
H -4.24328 2.34057 -3.79715
H -3.98459 2.59617 -2.07153
H -6.07308 -0.76299 -3.66588
H -4.71958 -1.89284 -3.79797
H -4.80651 -0.49321 -4.87394
H -1.59129 0.76601 -2.51023
H -2.01039 0.02307 -4.05821
H -1.78911 -0.96180 -2.60405
C 1.40143 0.41241 -1.68941
Ge 3.03426 -0.37010 -1.26149
C 3.38132 -2.21135 -0.50051
C 4.13152 -3.20565 -1.13095
C 4.37959 -4.43233 -0.51968
C 3.87940 -4.69222 0.74957
C 3.11577 -3.72298 1.39044
C 2.87066 -2.50733 0.76697
C 4.28357 -0.43063 -2.84189
C 3.83699 -0.97998 -4.04738
C 4.63251 -1.00438 -5.18575
C 5.91226 -0.46191 -5.15096
C 6.37703 0.09726 -3.96850
C 5.57156 0.10660 -2.83331
C 4.03545 0.72076 0.06285
C 3.67157 2.05750 0.23227
C 4.36542 2.88667 1.10524
C 5.43866 2.39165 1.83560
C 5.80840 1.06131 1.68911
C 5.11056 0.24000 0.81033
H 0.94676 -0.13468 -2.53396
H 4.55921 -3.01374 -2.11055
H 4.97363 -5.18270 -1.03337
H 4.07349 -5.64526 1.23148
H 2.69832 -3.91051 2.37436
H 2.26039 -1.77199 1.28418
H 2.83045 -1.38742 -4.09801
H 4.25238 -1.44015 -6.10430
H 6.53663 -0.47001 -6.03780
H 7.37196 0.52934 -3.92837
H 5.95680 0.54685 -1.91866
H 2.81572 2.42977 -0.32377
H 4.05384 3.91707 1.23326
H 5.97242 3.03440 2.52728
H 6.63334 0.65901 2.26773
H 5.40426 -0.80104 0.71332

---

88
Properties=species:S:1:pos:R:3 method="wB97M-V/def2-TZVPD" lumo_energy_ev=-0.14 de_lowest_ev=7.966 multiplicity=1 energy_ev=-46001.576 max_force_ha_per_bohr=0.303 charge=0
N -0.58816 3.63700 -2.03547
C -0.37616 2.62200 -1.27947
N -0.01016 1.54100 -1.89047
O -0.47416 2.78400 0.10653
H -0.93016 4.46700 -1.57947
H -0.76216 3.58900 -3.02147
H 0.29084 0.77700 -1.31047
H 0.04684 1.36100 -2.87347
N 2.78184 0.57700 -3.43347
C 3.30984 -0.46000 -3.94547
N 3.12484 -1.51200 -3.25947
O 4.00284 -0.44600 -5.08847
H 3.28184 1.43600 -3.97747
H 2.07784 0.57100 -2.63847
H 3.67284 -2.28300 -3.55047
H 2.49884 -1.39200 -2.43147
C -2.39216 -0.43500 -0.84047
C -3.86216 -0.23000 -0.95247
C -4.59316 -1.17500 -1.92447
O -4.52816 -0.14900 0.09953
H -1.97716 0.47900 -0.42747
H -1.82616 -0.44400 -1.82147
H -2.03816 -1.21800 -0.34347
H -3.99616 0.73800 -1.33547
H -4.83216 -2.16200 -1.51747
H -4.08416 -1.29600 -2.85147
H -5.50116 -0.67600 -2.22147
H -4.65416 0.81600 0.26853
C -0.35316 -2.30900 3.87653
C -1.45816 -3.11500 3.15653
C -1.35316 -4.59600 3.45953
O -2.54216 -2.62600 3.59653
H 0.59184 -2.60600 3.45053
H -0.23316 -2.61400 4.95053
H -0.59216 -1.30900 3.66553
H -1.51516 -2.85400 2.03253
H -2.23316 -5.12800 3.04153
H -1.38016 -4.75900 4.50953
H -0.40816 -4.97400 3.14053
H -3.24216 -2.69700 2.83253
C 2.48684 0.53700 0.00453
C 1.49784 -0.62300 0.13253
C 0.48884 -0.39200 1.23553
O 0.97284 -0.87900 -0.90247
H 2.13484 1.55900 -0.04947
H 3.17384 0.32200 -0.82747
H 3.13084 0.43200 0.83653
H 2.05084 -1.58900 0.41853
H -0.26216 -1.21200 1.12353
H -0.17116 0.44600 1.00953
H 0.85584 -0.41100 2.27753
H 0.29984 -1.60900 -0.72047
C 2.66384 3.30300 2.49253
C 1.23184 2.91700 2.72753
C 0.97584 2.56000 4.14953
O 0.39684 3.84600 2.59253
H 2.79484 3.79600 1.50353
H 3.32984 2.50600 2.55253
H 2.95284 3.87200 3.30453
H 1.04084 2.10700 1.98253
H 1.67784 1.80500 4.35553
H -0.05916 2.09400 4.29653
H 1.11384 3.44300 4.79153
H 0.07684 4.02400 1.72453
C 0.53884 -4.01300 -1.65347
O -0.28116 -3.22800 -0.83247
H 1.56484 -3.70400 -1.47647
H 0.30484 -3.93600 -2.72947
H 0.38184 -5.03800 -1.34747
H -1.22916 -3.40000 -0.86247
C -2.26816 0.68100 2.80353
O -2.51416 0.22800 4.12353
H -1.31116 1.15800 2.78353
H -3.02616 1.41500 2.46453
H -2.23916 -0.15100 2.04353
H -2.37216 -0.70700 4.12253
C -0.23316 -1.45200 -3.87747
O -0.23516 -0.05600 -4.15347
H 0.71784 -1.94200 -4.14847
H -1.00316 -2.01800 -4.31347
H -0.29816 -1.57000 -2.77947
H 0.14484 -0.02200 -5.00447
C 2.92084 3.79800 -1.83747
O 2.03884 4.23300 -2.74547
H 3.96384 4.13400 -1.99847
H 2.85384 2.72700 -1.91147
H 2.63784 4.04400 -0.87147
H 1.14384 4.03500 -2.44647

---

14
Properties=species:S:1:pos:R:3 method="wB97M-V/def2-TZVPD" lumo_energy_ev=1.05 de_lowest_ev=2.756 multiplicity=1 energy_ev=-8833.447 max_force_ha_per_bohr=0.028 charge=0
O -2.55780 1.74010 -0.19502
C -2.78307 0.65613 -0.44604
C -0.05004 -1.07433 -1.00332
C 1.10368 -0.23752 -0.64265
C 0.76504 0.88465 0.33153
C 0.18539 -0.22762 1.23028
N 0.60457 -1.30947 0.28529
H -1.06158 -0.68090 -1.07608
H 0.14550 -1.88952 -1.69534
H 2.05336 -0.33656 -1.16092
H 0.09590 1.67897 -0.01397
H 1.65922 1.34282 0.76308
H -0.88837 -0.19846 1.45115
H 0.72820 -0.34828 2.17202

---

11
Properties=species:S:1:pos:R:3 method="wB97M-V/def2-TZVPD" lumo_energy_ev="-0.33 / -0.46" de_lowest_ev=3.055 multiplicity=1 energy_ev=-25645.977 max_force_ha_per_bohr=0.063 charge=0
C -0.14487 1.88049 1.73187
C 0.09835 -2.19078 -1.33639
C -0.16094 0.35657 -0.98391
N -0.33580 0.80835 2.24845
O 0.08234 2.79694 1.06985
S -0.92286 -0.97336 -1.81570
I 1.99773 0.62390 -0.63972
H 0.90128 -1.89261 -0.63845
H -0.10558 -3.16746 -1.64475
H -0.74023 1.26556 -1.12071
H -0.66943 0.49239 3.12945